# C25H59BF3N8O10PS

7 unconnected molecules or ions with the total composition C25H59BF3N8O10PS in a non-equilibrium geometry (ωB97M-V with the def2-TZVPD basis set, OMol25).

Values from the calculation:
DFT total energy, eV: -88231.0106
Orbital gap, eV: 8.473

```
108
Properties=species:S:1:pos:R:3:forces:R:3
C -0.4082 -3.5118 -0.5980 -0.08 0.12 0.60
C -0.0442 -2.0710 -0.2790 0.54 -0.18 -0.53
N -0.6572 -1.1276 -1.2269 -0.66 0.90 0.36
C -2.1126 -1.2669 -1.2342 0.15 -0.21 -0.02
C -2.8080 -0.2757 -2.1329 -1.07 0.00 0.04
P -4.6386 -0.1248 -1.6181 2.04 -0.35 -0.16
B -5.1494 -1.7368 -2.6227 -0.99 -0.21 -0.01
N -5.0122 -3.0541 -2.1451 0.89 0.77 -0.22
O -5.5963 -1.4500 -3.8909 0.08 -0.54 0.44
S -6.9106 0.1166 -0.9626 -0.85 0.01 -0.06
O -7.5178 -1.2119 -1.0550 0.24 0.38 0.07
O -7.5356 1.2322 -1.6597 -0.01 -0.12 0.22
C -7.0878 0.5248 0.8725 -0.37 0.54 1.23
F -6.1190 -0.1935 1.5888 -1.83 1.17 -0.91
F -6.8355 1.8911 1.0975 -0.71 -2.71 -0.10
F -8.3707 0.1770 1.3175 2.80 0.96 -0.43
C -0.2881 0.2061 -0.8712 -1.07 1.21 1.24
C 1.0443 0.6465 -1.4070 -0.36 -0.31 0.52
O -1.0314 0.9563 -0.2056 1.57 -1.65 -1.61
H 0.3721 -4.1789 -0.2556 0.16 -0.17 -0.10
H -0.5943 -3.6518 -1.6546 0.16 -0.08 -0.30
H -1.2985 -3.8051 -0.0492 -0.24 -0.09 -0.06
H 1.0329 -1.9459 -0.3465 0.18 0.05 -0.03
H -0.3129 -1.8230 0.7477 -0.20 0.06 0.21
H -2.5071 -1.2171 -0.2141 -0.04 0.12 0.26
H -2.3183 -2.2683 -1.5977 -0.07 -0.17 -0.03
H -2.4043 0.7258 -2.0646 0.20 0.15 0.01
H -2.8009 -0.5965 -3.1696 0.25 0.03 -0.30
H -4.8335 1.0846 -2.2835 -0.39 0.15 0.03
H -4.3019 -0.0392 -0.2564 -0.30 -0.01 0.05
H -4.7081 -3.7016 -2.8539 -0.38 -0.39 -0.17
H -4.4830 -3.1936 -1.3033 -0.19 -0.15 0.40
H -4.9196 -1.1323 -4.4863 0.33 0.60 -0.57
H 0.8540 1.3098 -2.2433 0.02 0.18 -0.14
H 1.5601 1.2019 -0.6399 0.25 0.28 0.03
H 1.6211 -0.2034 -1.7451 0.15 -0.13 -0.11
C 1.4077 3.8662 0.6306 -0.25 0.06 -0.05
O 1.7199 3.7104 -0.5373 0.11 -0.01 -0.14
N 2.2738 4.0097 1.6406 0.14 0.03 0.25
C 1.8428 4.2074 3.0149 0.14 -0.03 -0.02
C 3.6995 3.9594 1.3664 -0.02 -0.01 -0.03
H 0.3546 3.9062 0.9546 -0.02 -0.02 0.00
H 2.2235 5.1584 3.3904 -0.02 0.01 0.08
H 2.2219 3.4103 3.6549 0.01 -0.01 -0.01
H 0.7553 4.2136 3.0545 -0.04 0.01 -0.01
H 3.9936 4.7426 0.6666 -0.04 0.02 -0.02
H 3.9654 2.9990 0.9223 0.03 0.00 -0.02
H 4.2327 4.0793 2.3040 0.03 -0.01 0.03
C 5.8975 2.2079 4.2349 0.07 0.12 0.06
O 4.7938 2.7081 4.3155 -0.23 0.19 0.06
N 6.1421 1.0277 3.6498 0.03 -0.32 -0.15
C 7.4737 0.4678 3.5720 -0.09 -0.05 -0.03
C 5.0207 0.2946 3.0765 0.09 0.08 -0.03
H 6.8021 2.6929 4.6379 0.00 0.01 0.02
H 7.7763 0.3246 2.5329 0.02 0.00 -0.01
H 7.5212 -0.4965 4.0817 0.01 0.00 0.01
H 8.1791 1.1456 4.0474 0.03 0.02 0.02
H 4.5334 0.8845 2.3002 0.01 0.01 -0.01
H 4.2749 0.0624 3.8327 -0.03 0.00 0.09
H 5.3875 -0.6306 2.6461 0.02 -0.09 -0.04
C -3.2759 1.4961 -5.2920 0.21 0.21 0.20
O -3.4373 0.2961 -5.4348 -0.22 -0.47 0.05
N -4.1008 2.4349 -5.7625 -0.17 0.09 -0.12
C -3.8587 3.8493 -5.5541 -0.06 -0.06 -0.03
C -5.2829 2.0111 -6.5010 0.05 -0.02 0.05
H -2.4147 1.9080 -4.7409 0.02 -0.01 -0.02
H -4.6806 4.3030 -4.9987 0.00 0.00 0.02
H -3.7537 4.3679 -6.5082 0.01 0.00 -0.01
H -2.9414 3.9792 -4.9854 0.04 0.01 0.03
H -5.9176 1.3801 -5.8793 -0.02 0.01 0.02
H -4.9975 1.4388 -7.3830 0.01 0.00 -0.02
H -5.8399 2.8916 -6.8054 -0.03 0.04 -0.01
C 0.0667 -7.5795 -0.6539 -0.11 -0.03 0.07
O 0.4867 -6.6176 -0.0406 0.12 0.09 0.24
N 0.4732 -7.9184 -1.8855 0.07 -0.11 -0.29
C -0.0570 -9.0715 -2.5850 0.08 0.10 0.00
C 1.4797 -7.0892 -2.5308 -0.05 -0.02 0.06
H -0.6982 -8.2582 -0.2438 -0.02 -0.02 0.02
H 0.7364 -9.7832 -2.8186 0.00 -0.02 0.00
H -0.5407 -8.7728 -3.5164 -0.02 0.00 -0.01
H -0.7928 -9.5671 -1.9569 -0.03 -0.03 0.03
H 2.3961 -7.0680 -1.9414 0.01 -0.01 0.01
H 1.1255 -6.0639 -2.6339 -0.01 0.02 0.00
H 1.6934 -7.4975 -3.5140 0.01 -0.02 -0.05
C 2.7252 -4.6723 2.5590 -0.01 0.00 -0.33
O 2.9978 -3.4878 2.5784 0.08 0.27 -0.02
N 2.4122 -5.3890 3.6474 -0.05 -0.19 0.30
C 2.0948 -6.8002 3.5775 0.00 0.13 0.08
C 2.3911 -4.7123 4.9340 0.00 -0.02 -0.09
H 2.7051 -5.2600 1.6272 -0.02 -0.04 -0.01
H 1.0825 -6.9817 3.9423 -0.02 -0.05 -0.01
H 2.7963 -7.3808 4.1802 -0.01 -0.04 -0.01
H 2.1532 -7.1346 2.5447 -0.02 0.01 -0.05
H 1.6685 -3.8967 4.9289 -0.02 0.01 0.00
H 3.3687 -4.2885 5.1636 0.02 0.00 0.00
H 2.1197 -5.4292 5.7035 -0.01 -0.04 0.04
C 2.8026 8.8168 3.1723 0.11 0.13 0.01
O 3.1631 7.8538 3.8159 0.11 -0.17 0.16
N 1.7988 8.7879 2.2803 -0.24 0.05 -0.19
C 1.3963 9.9522 1.5207 -0.02 -0.13 0.03
C 1.1099 7.5231 2.0885 0.06 0.08 0.00
H 3.2771 9.8078 3.2638 0.01 0.03 0.01
H 0.3556 10.2111 1.7251 -0.01 0.02 0.00
H 1.5053 9.7752 0.4491 0.01 0.01 -0.02
H 2.0231 10.7965 1.7973 0.03 0.04 0.01
H 0.6653 7.1899 3.0263 -0.03 -0.03 -0.01
H 1.8155 6.7614 1.7590 -0.03 -0.06 -0.04
H 0.3327 7.6447 1.3395 -0.03 0.03 -0.04
```
Positions in Å, forces in eV/Å.